ORCA calculation (ωB97M-V/def2-TZVPD) on 2 unconnected molecules or ions with the total composition C5H14 at a distorted geometry.

HOMO energy ... -11.166 eV
Multiplicity ... 1
Max |F| ... 2.5 eV/Å
SMILES ... CCC.CC
Kohn-Sham gap ... 12.282 eV
Net charge ... 0
E_tot ... -198.86716 hartree

Each line ends with the natural charge from an NBO analysis.
CARTESIAN COORDINATES (ANGSTROEM)
C 0.21 -0.38 1.69  -0.607
C 1.03 0.86 1.26  -0.391
C 0.44 2.22 1.62  -0.615
H -0.67 -0.37 1.04  0.197
H -0.12 -0.39 2.74  0.204
H 0.83 -1.25 1.53  0.209
H 2.03 0.71 1.71  0.190
H 1.26 0.79 0.18  0.194
H 1.00 2.99 1.06  0.213
H -0.64 2.18 1.47  0.203
H 0.51 2.47 2.68  0.204
C -0.48 -1.91 -1.82  -0.623
C -0.97 -0.61 -2.48  -0.617
H -0.36 -2.81 -2.43  0.213
H 0.37 -1.76 -1.13  0.206
H -1.32 -2.05 -1.13  0.205
H -0.16 0.08 -2.83  0.197
H -1.53 -0.81 -3.42  0.213
H -1.44 0.05 -1.75  0.206